Here is a molecular structure, C69H66CdGeN9S3 from the OMol25 dataset. Energies are from wB97M-V/def2-TZVPD.

Structure (XYZ):
```
149
C69H66CdGeN9S3 wB97M-V/def2-TZVPD
C -3.581 0.607 3.163
C -2.693 -1.346 1.414
C -1.668 3.988 -0.773
C 6.728 -0.447 3.548
H 0.283 2.779 3.855
C 2.327 0.062 2.646
H -6.557 -0.708 0.152
H 0.675 -6.001 2.335
C 4.403 5.867 0.611
C -7.755 1.061 0.192
H -2.727 -0.601 4.721
H 3.293 -3.813 -1.671
H 2.828 1.892 5.470
C -4.545 0.609 -4.331
C 1.224 0.487 5.191
H -8.711 2.984 0.152
C 0.608 -0.365 4.291
C 1.132 -3.716 -0.111
C 5.812 -0.151 2.549
N -1.105 2.309 1.301
H 0.055 -2.739 -3.935
H 5.108 0.754 -1.140
C -3.171 -2.847 -1.629
C -2.601 1.605 -3.198
C -0.711 3.233 3.902
Cd -0.506 0.804 -0.667
N 1.232 2.023 -0.885
N 3.345 0.868 0.313
C -2.343 0.793 -1.947
H -2.467 6.360 0.386
H 1.513 4.514 -0.559
H -2.154 -2.501 -1.453
C 3.158 5.803 0.000
H -5.538 0.687 -4.758
H -2.620 5.632 1.997
H -3.619 5.038 0.656
H -6.802 4.088 -0.975
C -5.517 -2.419 -1.846
H -6.734 -4.099 -2.387
H 4.725 2.600 1.470
C 0.607 -4.422 -1.183
C 2.985 -0.579 -3.758
H 3.774 1.538 3.239
H -5.459 -1.714 -5.404
C 6.489 -1.499 4.423
H -1.974 2.483 -3.345
C -5.732 -3.754 -2.162
C -7.831 2.413 -0.116
H -3.928 1.380 3.839
C 4.645 -0.887 2.456
H -8.575 0.575 0.705
N -1.588 4.471 0.592
H -0.792 3.787 4.840
H 3.462 -2.483 3.243
H 0.580 -3.967 -2.165
C -6.619 0.334 -0.140
C 5.494 -0.242 -0.981
H 7.637 0.135 3.632
C -2.628 5.426 0.930
H 4.320 -1.526 -5.140
H 0.662 -1.246 2.331
H -0.183 5.896 1.935
C 1.153 -4.278 1.157
H -4.338 1.602 1.435
C 5.324 -2.245 4.304
H -0.297 -0.884 4.575
H -0.229 5.887 3.710
H 4.936 6.809 0.662
C 0.143 -6.276 0.275
H -0.292 -6.255 -1.828
H -1.922 -2.339 3.151
N -0.387 -1.836 -3.997
H -1.739 -3.828 -5.133
S 1.485 -1.957 -0.280
H -0.128 -1.204 -3.253
C 2.884 0.990 3.529
C -3.810 0.728 1.800
C -3.384 -0.250 0.899
C 3.041 3.448 0.470
C -1.735 -1.847 -4.314
H -0.676 1.792 2.063
H -1.788 4.851 -1.431
C 0.119 -5.705 -0.991
C -2.522 -0.725 -4.018
C 3.194 -2.917 -2.269
C 2.357 1.190 4.792
C 2.477 4.595 -0.070
C 4.969 4.716 1.147
N -1.893 0.326 -3.307
H -1.459 2.440 3.905
C 6.599 -0.699 -1.696
C 2.279 -0.699 -2.569
H -4.113 -3.764 -5.793
C -3.382 -4.182 -1.943
H -4.835 -5.682 -2.447
H 1.556 -3.703 1.980
H -4.405 2.655 -3.881
C 6.446 -2.815 -0.590
H 7.212 -1.738 5.193
C -4.666 -4.641 -2.201
C -2.330 -2.937 -4.946
C 5.345 -2.361 0.114
C -4.422 -1.763 -5.094
C -6.761 3.028 -0.749
Ge -3.854 -0.087 -1.030
C -3.933 1.680 -3.822
C 3.772 -1.624 -4.211
H 2.718 6.696 -0.427
C -0.037 5.283 2.820
C -3.666 -2.898 -5.320
H 5.136 -3.069 4.982
C 7.085 -1.980 -1.500
N 0.209 -1.242 -0.295
H 4.519 -3.598 -3.805
S 3.436 -0.468 1.116
H -2.510 3.302 -0.920
H -6.356 -1.733 -1.842
H 7.944 -2.332 -2.058
C 1.153 -0.575 3.024
N 2.565 -1.832 0.872
C -5.635 2.289 -1.090
C -2.906 -0.500 3.657
C -4.239 -1.950 -1.548
H 4.849 -3.022 0.814
H 2.916 0.341 -4.323
S 1.988 1.958 0.440
C -5.547 0.928 -0.807
H 5.947 4.758 1.611
H 7.077 -0.042 -2.413
C 3.881 -2.792 -3.465
H -2.538 -4.861 -1.997
C 4.859 -1.064 -0.059
H -4.801 2.790 -1.565
H 1.707 0.137 -2.183
H -0.245 -7.276 0.425
C -3.846 -0.666 -4.450
H 6.013 0.636 1.831
C 2.377 -1.876 -1.845
C 0.659 -5.560 1.346
C 4.287 3.508 1.077
C -1.200 3.558 1.561
H -0.748 3.464 -1.033
H 6.808 -3.825 -0.432
H 0.814 0.628 6.184
H 1.009 4.953 2.839
N -0.948 4.145 2.803
C -2.456 -1.473 2.777
C 4.390 -1.931 3.328
H -2.328 -2.117 0.749
```

Output
- E_HOMO: -4.171 eV
- LUMO energy: 2.33 eV
- Energy: -179613.65773 eV
- Net charge: -1
- Relative energy (zero: lowest compared OMol25 entry of this formula, charge and spin): 15.43 kcal per mole
- Gap between HOMO and LUMO: 6.50 eV